(1)
Entry from OMol25: a 3-piece molecular cluster, C4H14NO overall in a non-equilibrium geometry (wB97M-V/def2-TZVPD).

Calculated values
Relative energy (zero: lowest compared OMol25 entry of this formula, charge and spin), kcal per mole: 219.91
Net charge: +1
HOMO level, Ha: -0.537
HOMO-LUMO gap, eV: 3.8
LUMO level, eV: -10.8617

```
20
Properties=species:S:1:pos:R:3:forces:R:3
C 0.314 2.199 1.648 -0.05 -0.12 0.44
C 1.027 1.067 0.946 -0.48 0.17 -0.31
C 0.727 1.072 -0.581 2.11 -1.16 -0.42
C 1.687 0.182 -1.350 -1.65 1.05 0.94
N -2.694 -3.262 0.129 0.43 0.64 0.11
H 0.441 2.058 2.726 0.04 0.28 -0.03
H 0.684 3.186 1.364 -0.04 -0.07 0.08
H -0.766 2.138 1.464 0.21 0.13 -0.09
H 2.107 1.024 1.112 -0.10 0.31 0.05
H 0.944 2.103 -0.908 -0.36 0.40 0.03
H -0.236 0.745 -0.906 -1.01 0.87 0.14
H 1.435 -0.876 -0.945 -0.21 -0.51 -0.31
H 2.702 0.413 -1.032 0.33 -0.62 -0.23
H 1.459 0.109 -2.411 0.27 0.02 -0.01
H -2.157 -2.456 -0.165 -0.04 -0.12 -0.14
H -3.029 -3.120 1.070 -0.25 -0.29 0.07
H -3.356 -3.650 -0.525 -0.05 0.02 -0.01
H -1.079 -1.994 -1.635 0.04 0.19 -0.32
H 0.623 0.141 1.381 -0.02 -0.30 -0.41
O -0.834 -1.078 -1.381 0.82 -0.90 0.42
```
Forces are in eV/Å.



(2)
Entry from OMol25: an isolated ion of composition C16H25BrNO3 and charge +1 in a non-equilibrium geometry (wB97M-V/def2-TZVPD).

Calculated values
Relative energy (zero: lowest compared OMol25 entry of this formula, charge and spin), kcal per mole: 272.73
Net charge: +1
HOMO level, Ha: -0.396
HOMO-LUMO gap, eV: 8.3
LUMO level, eV: -2.4902

```
46
Properties=species:S:1:pos:R:3:forces:R:3
O 1.194 -2.331 2.676 -2.59 -2.90 3.81
C 1.612 -1.384 1.898 3.14 0.64 -4.47
C 1.570 -1.779 0.392 -2.34 6.00 -1.94
O 0.041 -1.851 -0.158 4.02 0.01 6.61
C -0.020 -1.942 -1.456 -0.96 -5.62 -4.13
C -0.895 -0.954 -2.038 -2.24 1.41 4.62
O -0.298 0.272 -1.698 -4.96 -1.29 4.44
C 0.433 0.978 -2.398 7.59 3.75 -1.27
C 1.113 2.137 -1.841 -3.56 -1.64 -1.46
C 1.988 2.796 -2.651 3.07 7.91 5.92
C 2.725 2.388 -3.628 -1.80 -4.47 -4.04
Br 4.034 3.142 -4.666 0.50 0.61 0.01
C 2.127 1.146 -4.054 7.16 -0.02 -4.74
C 1.246 0.447 -3.405 -4.90 -5.77 -0.73
C 0.940 -0.079 2.216 1.12 3.83 -3.94
N -0.590 0.098 1.752 6.95 -7.16 0.07
C -0.921 1.465 1.599 -1.24 -0.57 -3.89
C -2.419 1.345 1.098 2.98 -1.11 2.96
C -3.268 0.360 1.923 3.89 5.53 3.68
C -2.772 -0.954 2.046 2.57 -4.42 4.17
C -1.282 -0.815 2.756 -6.64 9.11 -3.61
H 1.537 -3.203 2.533 0.46 -0.53 -0.29
H 2.780 -1.422 1.871 -1.32 1.52 0.80
H 1.941 -0.801 -0.269 -0.87 -2.14 1.84
H 2.359 -2.429 0.132 -0.22 -2.27 -0.54
H 0.964 -1.872 -1.962 -0.40 -0.39 0.26
H -0.571 -3.080 -1.666 1.76 2.80 -0.17
H -1.930 -0.952 -1.428 1.99 -0.09 -2.03
H -0.873 -1.084 -3.024 -1.08 -0.46 -4.12
H 0.664 2.601 -1.001 -0.10 0.55 0.76
H 2.571 3.904 -2.194 -2.39 -3.03 -0.86
H 2.801 0.614 -4.897 -2.00 0.99 1.75
H 0.911 -0.774 -3.755 1.42 3.98 0.58
H 0.985 0.261 3.205 0.20 0.09 1.59
H 1.543 0.765 1.535 -1.53 -2.12 1.83
H -0.416 -0.687 0.883 -1.41 2.89 0.71
H -0.106 2.028 0.963 -1.98 -1.30 0.76
H -0.937 1.934 2.500 0.12 1.22 3.00
H -2.585 2.325 0.934 -2.37 3.35 0.20
H -2.405 0.973 0.185 0.52 -1.85 -4.66
H -4.168 0.523 1.669 -6.82 0.21 -2.75
H -3.386 0.964 2.899 0.63 -1.51 -0.38
H -3.182 -1.619 2.939 -0.36 1.41 -2.18
H -2.775 -1.582 1.122 0.34 0.53 0.71
H -0.940 -1.681 2.820 3.92 -7.12 0.63
H -1.343 -0.188 3.638 -0.26 -0.57 0.51
```
Forces are in eV/Å.



(3)
Entry from OMol25: a 2-piece molecular cluster, F2H4SSi2 overall in a non-equilibrium geometry (wB97M-V/def2-TZVPD).

Calculated values
Relative energy (zero: lowest compared OMol25 entry of this formula, charge and spin), kcal per mole: 46.54
HOMO level, Ha: -0.336
HOMO-LUMO gap, eV: 8.5
LUMO level, eV: -0.6242

```
9
Properties=species:S:1:pos:R:3:forces:R:3
F -0.834 0.653 0.452 -0.08 0.51 0.42
Si -1.704 -0.629 0.076 -0.75 0.18 1.89
F -3.088 -0.053 -0.532 0.59 -0.58 0.68
H -1.793 -1.478 1.431 -0.30 0.99 -1.76
H -0.957 -1.172 -0.967 0.48 -1.06 -1.19
Si 2.149 0.812 -0.052 -1.44 -1.42 -1.61
S 2.123 -1.115 -0.170 0.45 -0.59 0.38
H 2.829 1.618 0.867 0.73 1.11 0.95
H 1.275 1.364 -1.104 0.32 0.85 0.26
```
Forces are in eV/Å.



(4)
Entry from OMol25: C21H24CoN4S2 as an isolated structure (wB97M-V/def2-TZVPD).

Calculated values
Relative energy (zero: lowest compared OMol25 entry of this formula, charge and spin), kcal per mole: 0.00
Net charge: +1
HOMO level (alpha / beta), Ha: -0.386 / -0.386
HOMO-LUMO gap (alpha / beta), eV: 6.9 / 6.9
LUMO level (alpha / beta), eV: -3.5706 / -3.5725

```
52
Properties=species:S:1:pos:R:3:forces:R:3
Co 0.484 0.250 0.386 -0.13 -0.03 -0.04
C 0.559 -0.545 3.000 0.01 -0.03 0.03
N 0.736 -1.203 1.671 0.07 0.00 0.04
C -0.332 -2.199 1.427 -0.01 -0.01 0.04
C -1.642 -1.454 1.284 -0.01 -0.03 -0.05
N -1.485 -0.320 0.317 -0.03 0.01 -0.01
C -2.376 0.791 0.724 -0.03 -0.01 -0.01
C -1.791 -0.793 -1.041 0.08 -0.05 -0.01
C -3.105 -0.938 -1.469 0.00 -0.02 -0.03
C -3.372 -1.445 -2.730 -0.01 0.01 0.02
C -2.321 -1.815 -3.559 0.01 0.00 -0.01
C -1.014 -1.670 -3.134 0.01 -0.01 -0.01
C -0.732 -1.160 -1.866 -0.02 0.01 0.04
S 0.941 -0.965 -1.347 -0.14 0.05 -0.03
C 2.095 -1.737 1.625 0.01 0.01 0.01
C 2.417 -3.013 2.050 -0.01 0.02 0.00
C 3.749 -3.406 2.054 0.01 0.01 0.00
C 4.736 -2.519 1.647 0.01 -0.03 0.01
C 4.404 -1.242 1.220 -0.02 0.03 -0.01
C 3.074 -0.843 1.202 -0.01 -0.01 0.01
S 2.557 0.737 0.609 0.10 0.01 0.04
H 0.500 -1.305 3.781 -0.01 0.00 -0.01
H -0.350 0.057 3.023 0.02 0.02 0.00
H 1.415 0.098 3.184 0.00 0.00 0.01
H -0.404 -2.910 2.254 0.01 0.00 0.00
H -0.074 -2.737 0.517 -0.01 0.00 -0.01
H -1.960 -1.041 2.240 0.02 0.00 0.01
H -2.429 -2.128 0.944 -0.01 0.01 0.01
H -3.396 0.447 0.900 0.00 -0.01 0.00
H -2.383 1.552 -0.051 -0.01 0.01 0.00
H -2.005 1.225 1.654 0.02 0.01 -0.01
H -3.930 -0.663 -0.826 0.00 0.00 0.01
H -4.396 -1.549 -3.061 0.00 0.00 0.00
H -2.523 -2.211 -4.546 0.00 0.00 0.00
H -0.192 -1.946 -3.784 0.00 0.00 0.00
H 1.650 -3.704 2.374 0.00 -0.01 0.00
H 4.013 -4.404 2.374 0.00 0.00 0.00
H 5.772 -2.829 1.649 0.00 0.00 0.00
H 5.170 -0.558 0.880 0.00 0.00 0.00
N -0.479 5.727 -2.144 -0.01 -0.01 0.00
C -0.277 4.499 -1.625 0.00 0.05 0.01
C -0.232 3.355 -2.435 -0.01 -0.03 -0.02
C -0.018 2.125 -1.868 0.00 -0.05 0.06
N 0.143 1.942 -0.547 0.10 0.12 -0.01
C 0.103 3.039 0.232 0.00 -0.03 0.00
C -0.104 4.306 -0.243 -0.01 0.00 -0.02
H -0.558 5.861 -3.136 0.00 0.00 0.00
H -0.464 6.545 -1.563 0.00 0.00 0.00
H -0.355 3.433 -3.507 0.01 -0.01 0.00
H 0.042 1.237 -2.479 0.00 0.01 -0.04
H 0.258 2.883 1.294 0.02 0.00 -0.01
H -0.118 5.142 0.442 0.00 0.00 0.01
```
Forces are in eV/Å.